C21H28ClN3O | the ωB97M-V functional and the def2-TZVPD basis

Structure (XYZ):
```
54
Properties=species:S:1:pos:R:3
H 3.598 -1.201 5.437
C 0.882 2.192 2.685
H 0.661 0.104 0.009
H -3.347 0.488 -5.304
C -1.478 -0.307 -3.303
H 0.578 -0.768 -3.829
C 0.641 1.041 0.545
C -3.802 -0.489 -5.164
H 2.693 -2.616 5.985
H -1.754 -2.636 -1.248
C 1.845 0.724 6.070
H 1.278 1.571 -4.302
C 1.504 0.847 4.614
C 0.367 1.372 -3.726
H -3.251 -2.550 -5.047
C 1.193 2.066 4.057
H 0.800 -1.072 6.639
O -0.879 3.115 -1.916
N 0.652 1.503 -2.317
H 2.843 1.151 6.220
C 1.523 -0.274 3.742
H -2.055 -3.594 -3.577
H -0.375 2.140 -3.960
H -0.584 -3.871 -1.725
Cl 1.189 3.486 5.051
H 1.149 1.330 6.655
C -2.756 -1.578 -4.956
H -0.361 -0.054 -5.145
H 2.414 -2.176 3.496
H -4.390 -0.717 -6.050
H 1.330 0.874 -1.918
C 1.830 -0.718 6.563
H -2.177 0.513 -3.473
H -0.521 -2.846 -4.042
C 0.525 3.395 2.047
H 0.902 -2.182 4.390
C 0.932 0.992 1.922
C -0.176 -0.015 -4.071
C 0.310 2.230 -0.057
N -2.160 -1.544 -3.630
H -1.268 -0.322 -2.232
H 2.276 -0.766 7.558
C -1.391 -2.749 -3.367
H -1.999 -1.523 -5.759
H -0.108 -2.178 -1.703
N 1.255 -0.193 2.467
H -4.466 -0.449 -4.304
C 1.847 -1.644 4.261
C 0.238 3.409 0.712
H 0.473 4.302 2.629
H -0.054 4.320 0.213
C 2.594 -1.604 5.587
C -0.928 -2.858 -1.918
C -0.046 2.330 -1.506
```

The HOMO energy comes out at -8.249 eV. The SMILES is CCN(CC)CCCNC(=O)c1ccc2c(Cl)c3c(nc2c1)CCCC3. Its HOMO-LUMO gap is 8.186 eV. Its relative energy (zero: lowest compared OMol25 entry of this formula, charge and spin) is 0.000 eV.

C7H28FInO7 | the ωB97M-V functional and the def2-TZVPD basis

Structure (XYZ):
```
44
Properties=species:S:1:pos:R:3
O 7.654 14.705 15.866
C 7.633 20.677 13.699
H 2.642 14.959 12.653
H 8.082 14.160 16.532
H 2.946 16.131 13.960
H 7.503 18.494 16.649
H 5.804 15.409 15.363
C 3.477 19.027 12.007
C 3.663 18.063 16.349
H 3.611 14.484 14.127
H 2.999 18.016 15.486
H 8.077 21.443 13.064
H 9.561 17.322 18.129
H 5.319 18.305 15.293
O 4.447 15.843 12.630
H 7.048 20.011 13.064
H 6.355 15.961 16.900
O 7.326 17.354 11.427
O 4.666 19.555 12.597
H 2.803 18.652 12.777
O 4.843 18.755 15.995
H 7.987 17.563 18.811
C 8.680 17.962 18.070
H 2.840 19.652 11.381
H 7.239 17.223 9.358
H 7.147 21.205 14.520
H 5.795 17.993 10.165
H 9.108 18.959 18.181
H 3.770 18.164 11.410
H 4.964 16.300 13.298
H 4.944 19.020 13.344
C 6.868 17.802 10.204
C 6.367 15.092 16.241
H 6.758 17.726 12.106
F 6.404 17.564 14.085
H 9.120 20.432 14.821
O 8.736 19.932 14.097
H 7.193 18.823 10.006
In 9.298 16.824 14.046
C 3.348 15.273 13.422
O 8.117 17.766 16.765
H 3.836 17.085 16.799
H 3.140 18.614 17.131
H 5.950 14.190 16.689
```

The HOMO energy comes out at -16.366 eV. As for the total charge: +2. Its HOMO-LUMO gap is 2.896 eV.